1.
The following is a DFT calculation (ωB97M-V with the def2-TZVPD basis set) of a 2-piece molecular cluster, CH2O5P overall in a non-equilibrium geometry.

```
9
Properties=species:S:1:pos:R:3:forces:R:3:nbo_charge:R:1
C 1.62486 -0.56218 0.29857 0.477 -3.759 0.804 0.66
O -0.71136 1.32801 -0.14442 2.034 0.894 0.425 -1.13
O -2.20661 -0.59513 0.74288 0.391 -0.194 0.735 -1.10
O -2.41545 0.24178 -1.64134 0.711 -0.166 -0.042 -1.11
O 0.65449 -1.20768 -0.01207 -1.319 -1.545 -1.014 -0.69
O 1.64829 0.65515 0.39115 -0.411 5.205 -0.229 -0.70
P -1.68283 0.22317 -0.35128 -2.361 -0.581 -0.968 2.49
H 2.53175 -1.12591 0.63713 0.024 0.457 -0.265 0.06
H 0.55684 1.04279 0.07937 0.454 -0.311 0.555 0.52
```
Positions in Å, forces in eV/Å.

Output
* calculated total energy: -757.038895 Eh
* relative energy (zero: lowest compared OMol25 entry of this formula, charge and spin): 92.61 kJ/mol
* net charge: -1


2.
The following is a DFT calculation (ωB97M-V with the def2-TZVPD basis set) of one molecule with the formula C12H4Br2IN3O2 in a non-equilibrium geometry.

```
24
Properties=species:S:1:pos:R:3:forces:R:3:nbo_charge:R:1
N 3.69292 3.61900 2.51605 1.346 -8.146 -3.992 -0.02
Br -4.66155 -3.09480 -1.91441 0.986 0.521 0.570 0.07
Br -5.32661 -2.28752 1.28259 1.996 0.998 -0.578 0.04
I 5.08705 0.70085 -1.60447 -1.797 0.201 0.895 0.09
N 3.93636 1.32587 1.57055 1.768 3.230 1.350 -0.29
N 3.83513 2.52674 1.99230 -0.926 5.854 3.635 0.21
O -0.16726 -0.25054 -1.52433 -3.163 -1.564 -3.010 -0.46
O -0.69627 0.44353 1.11403 0.645 0.283 -1.036 -0.45
C -2.26003 -1.49249 -1.59105 -0.318 0.396 1.866 -0.24
C -2.77580 -0.65131 0.91595 -0.430 -0.815 2.689 -0.25
C 1.96904 0.42413 -1.55935 0.360 1.058 4.691 -0.29
C 1.63080 1.02231 1.23685 -0.378 0.044 -1.070 -0.20
C -3.39387 -2.03651 -0.87156 0.953 0.106 -3.901 -0.11
C -3.65074 -1.61532 0.36414 -1.293 0.882 2.472 -0.06
C 3.01168 0.76405 -0.69313 2.442 0.188 -0.719 -0.03
C 2.89377 1.07763 0.70505 -1.771 -1.353 -3.223 0.01
C -1.33120 -0.64120 -0.94037 -0.962 -1.568 -1.324 0.24
C -1.59249 -0.27197 0.34158 -0.495 0.260 1.159 0.23
C 0.77054 0.30599 -0.81925 1.345 0.487 -1.044 0.32
C 0.54653 0.65693 0.47211 -0.117 -0.351 1.460 0.19
H -2.19135 -1.68256 -2.63049 0.364 -0.350 -0.734 0.24
H -2.82575 -0.36169 1.99305 -0.481 -0.245 -0.994 0.25
H 1.98612 0.25838 -2.59644 0.281 -0.377 -0.939 0.26
H 1.51295 1.26050 2.24060 -0.354 0.258 1.775 0.23
```
Positions in Å, forces in eV/Å.

Output
* calculated total energy: -6220.005297 Eh
* relative energy (zero: lowest compared OMol25 entry of this formula, charge and spin): 106.61 kJ/mol


3.
The following is a DFT calculation (ωB97M-V with the def2-TZVPD basis set) of one molecule with the formula C5H9NS in a non-equilibrium geometry.

```
16
Properties=species:S:1:pos:R:3:forces:R:3:nbo_charge:R:1
C 0.79185 0.34717 0.60152 -0.473 0.356 -3.734 -0.02
C 0.72107 -0.36344 -0.98136 -0.935 -4.663 3.146 -0.42
C -0.75557 -1.05421 -0.83808 -2.782 1.579 -1.959 -0.46
C -1.37467 -0.09886 0.14785 -0.370 -0.802 0.945 -0.32
C -0.43554 -0.20870 1.30848 4.046 -3.146 0.228 -0.44
H 1.05787 1.97583 -0.64712 0.150 -0.221 0.548 0.37
H 1.28350 2.23989 1.10963 -2.557 -1.237 -3.549 0.34
H 1.78253 0.25619 0.89541 1.499 -1.439 1.617 0.19
H 1.45696 -1.24310 -1.12902 -0.909 1.326 0.610 0.21
H 0.94883 0.26112 -1.80493 -0.451 1.151 -0.550 0.21
H -0.94162 -2.06146 -0.51151 1.269 -0.607 0.631 0.23
H -1.59247 -1.06090 -1.61263 1.958 0.348 -0.625 0.22
H -1.48722 0.96159 -0.20374 0.172 -1.206 0.510 0.25
H -0.02430 -1.30358 1.63066 -0.920 1.990 -1.574 0.20
N 0.65006 1.69437 0.24406 2.173 5.250 3.575 -0.85
S -2.08127 -0.34191 1.79077 -1.871 1.322 0.183 0.27
```
Positions in Å, forces in eV/Å.

Output
* calculated total energy: -648.647513 Eh
* relative energy (zero: lowest compared OMol25 entry of this formula, charge and spin): 539.90 kJ/mol
* SMILES string: N[C@@H]1CC[C@H]2S[C@H]12


4.
The following is a DFT calculation (ωB97M-V with the def2-TZVPD basis set) of a 12-piece molecular cluster, C34H91N9O18 overall in a non-equilibrium geometry.

```
152
Properties=species:S:1:pos:R:3:forces:R:3:mulliken_charge:R:1
C -7.14422 0.56269 -1.23043 0.582 -0.402 1.029 -1.40
C -6.07643 0.70984 -0.06943 1.317 -0.335 -2.917 0.00
C -4.85493 1.65778 -0.56214 -1.147 -0.765 1.449 -0.61
O -3.98852 2.02998 0.55155 -2.004 0.622 -1.039 -0.36
C -3.22097 0.99819 1.09337 1.394 -0.856 -0.375 -0.16
N -6.74793 1.35570 1.09121 -0.205 0.368 -0.553 -0.03
H -7.14375 2.20984 0.72534 0.201 1.108 0.089 0.42
H -7.59199 0.92731 1.44355 -0.301 -1.177 0.118 0.43
H -6.12109 1.52011 1.86589 0.288 0.323 0.125 0.16
H -6.80220 0.04342 -2.12569 0.551 -0.072 0.317 0.20
H -7.53124 1.50857 -1.60941 -0.100 0.198 0.411 0.46
H -7.93809 -0.07407 -0.84002 -0.309 0.204 -0.131 0.48
H -5.66511 -0.25892 0.21417 -0.409 -0.044 0.214 0.28
H -5.41832 2.46272 -1.03413 0.628 1.048 0.698 0.46
H -4.25699 1.28888 -1.39549 -0.102 -0.881 0.260 0.18
H -2.73460 1.37601 1.99270 -0.278 -0.037 0.190 0.06
H -2.40106 0.70096 0.43952 0.203 0.227 -0.438 -0.01
H -3.68793 0.02527 1.24660 -0.717 0.140 0.379 0.31
C -4.74832 5.05390 3.22164 0.935 0.119 0.666 -1.37
C -3.68343 3.93321 3.35524 -1.394 -0.648 0.615 1.13
C -2.19216 4.16895 3.26346 0.153 0.896 1.125 -0.91
O -1.45330 3.01390 3.62960 -2.853 -1.146 0.096 -0.23
C -0.19509 2.92885 3.08075 2.112 1.306 0.577 -1.02
N -3.97909 3.19625 4.71701 0.939 0.060 -0.643 -0.25
H -3.21637 2.54130 4.81405 0.516 -0.626 -0.045 0.29
H -3.93392 3.74210 5.56560 -0.248 0.891 0.207 0.37
H -4.84727 2.68038 4.70168 -0.396 0.066 0.019 0.37
H -5.72229 4.57105 3.14198 -0.024 0.283 -0.686 0.33
H -4.48754 5.81465 2.48589 -0.311 -0.585 -0.674 0.40
H -4.86359 5.70793 4.08597 0.441 -0.301 0.571 0.44
H -3.93351 3.12707 2.66554 0.007 0.116 -0.257 -0.48
H -1.93747 4.90956 4.02158 0.181 0.644 -0.291 0.45
H -1.96783 4.54316 2.26459 0.120 -0.026 -0.047 0.48
H -0.18284 2.99540 1.99285 0.050 -0.357 -0.054 0.38
H 0.39805 2.13524 3.53514 -0.615 -0.692 -0.479 0.18
H 0.35664 3.77350 3.49337 0.350 0.541 -0.539 0.51
C 2.41585 0.66133 -0.89966 -1.275 -0.422 0.165 -1.08
C 1.34659 -0.43616 -0.53785 1.342 1.345 -1.967 1.54
C 0.68711 -0.17128 0.77636 0.628 -2.335 0.075 -0.75
O 0.11451 -1.46073 1.19125 0.655 1.184 0.025 0.94
C -0.29090 -1.45853 2.55344 -1.031 0.112 -0.430 -1.30
N 0.31323 -0.48957 -1.65686 1.037 -0.360 1.094 2.10
H -0.51449 -0.94590 -1.30086 -1.381 0.000 0.135 0.10
H 0.19845 0.42798 -2.06310 -0.600 0.495 0.121 0.29
H 0.58483 -1.04377 -2.45636 1.246 -0.896 -0.975 -0.96
H 2.95738 0.37374 -1.80085 0.098 -0.131 0.271 -0.22
H 3.05733 0.75446 -0.02335 0.283 0.072 -0.276 0.28
H 1.96627 1.63623 -1.08817 -0.074 0.072 0.209 0.54
H 1.96022 -1.33700 -0.54530 -0.751 -0.421 0.079 -1.10
H -0.02640 0.64991 0.70824 -0.132 0.009 0.389 -0.03
H 1.55243 0.01253 1.41318 -0.438 0.577 0.564 0.36
H -0.55207 -2.46744 2.87280 0.276 -0.132 -0.250 0.38
H -1.22899 -0.90352 2.56048 -0.186 0.310 0.561 0.08
H 0.41850 -1.02515 3.25844 0.283 0.088 -0.201 0.59
C 6.29134 -0.28959 -4.80357 0.206 -0.855 -0.653 -1.82
C 5.52343 -0.30714 -3.47784 0.751 0.382 -0.365 1.21
C 5.53572 -1.62776 -2.64282 1.416 1.325 0.003 -0.90
O 4.82653 -1.44973 -1.44028 -1.479 2.485 -0.668 -0.04
C 4.63131 -2.55579 -0.63260 1.370 -0.832 -0.690 -1.06
N 6.19760 0.89143 -2.68163 -1.225 -1.677 0.079 0.00
H 6.26642 0.67333 -1.69786 -0.059 -0.176 0.372 0.30
H 7.13047 1.09197 -3.01275 0.355 0.043 -0.415 0.44
H 5.62262 1.71941 -2.74455 -0.672 1.282 -0.159 0.12
H 5.87333 -0.99935 -5.51743 -0.083 -0.220 0.182 0.43
H 7.35708 -0.51122 -4.74710 0.044 -0.346 0.492 0.48
H 6.28728 0.64692 -5.36128 -0.529 0.405 0.492 0.48
H 4.48737 -0.07715 -3.72642 -0.032 0.525 0.555 -0.60
H 6.57268 -1.75485 -2.33193 0.420 -0.655 -0.387 0.40
H 5.20202 -2.45665 -3.26707 -0.194 -0.035 0.030 0.47
H 3.96150 -2.35167 0.20273 -0.066 0.174 -0.197 0.27
H 5.63606 -2.79101 -0.28153 -0.075 -0.751 0.653 0.49
H 4.28576 -3.36041 -1.28165 -0.350 -0.367 0.368 0.35
C -1.90317 -1.78449 6.02062 -1.615 0.585 0.317 -0.66
C -1.41707 -0.88763 7.13068 5.472 1.770 -0.502 0.42
O -0.36239 -0.19983 7.05261 -5.129 -2.596 0.727 -0.47
N -2.10753 -1.00992 8.48641 -0.593 0.932 -1.364 -0.08
H -3.01678 -1.41713 8.32048 -0.048 -1.161 0.027 0.41
H -1.56305 -1.55294 9.14123 0.370 -0.557 0.257 0.38
C -2.53832 0.29458 9.14765 0.678 -0.985 -0.121 -0.77
H -2.97662 -1.96655 6.07214 -0.268 -0.002 0.452 0.42
H -1.49742 -2.79425 6.08258 0.580 0.184 -0.130 0.40
H -1.83373 -1.28078 5.05648 0.873 -0.238 0.079 -0.09
H -1.61687 0.74833 9.51253 -0.500 0.508 -0.043 0.34
H -3.17978 -0.10520 9.93302 -0.032 0.811 0.263 0.40
H -3.09987 0.80181 8.36313 0.169 0.466 0.503 0.30
C 1.90825 1.62223 -5.12399 -0.690 0.727 -0.628 -0.89
C 0.37791 1.72152 -4.89405 2.137 -1.032 2.709 0.31
O -0.15680 1.43403 -3.83004 0.339 1.091 -3.187 -0.59
N -0.49837 2.13113 -6.09057 0.286 -0.222 1.295 0.00
H -0.00843 2.36395 -6.94254 0.915 1.010 -0.122 0.42
H -0.86228 1.23759 -6.38934 -1.042 -0.568 0.046 0.37
C -1.58815 3.11187 -5.66348 -0.580 -1.300 -1.054 -0.73
H 2.32410 2.52001 -5.58132 -0.426 0.386 -0.242 0.60
H 2.14938 0.83272 -5.83576 -0.297 -0.347 0.027 0.41
H 2.53588 1.51384 -4.23943 -0.791 -0.276 0.378 -0.16
H -2.20773 2.49786 -5.00986 0.175 0.654 0.463 0.28
H -2.19451 3.25665 -6.55762 0.157 0.474 0.011 0.41
H -1.17908 4.03915 -5.26234 0.041 -0.346 0.004 0.32
C -1.61091 -1.86199 -4.40998 -0.508 1.056 0.344 -0.25
C -3.06098 -2.30735 -4.58802 3.029 -0.822 -0.663 0.25
O -3.29161 -3.12952 -5.39523 -1.755 -0.163 -0.008 -0.36
N -4.06100 -1.72831 -3.62419 -1.589 -1.154 -1.552 0.54
H -3.71986 -1.98543 -2.70899 0.496 0.181 1.734 -0.16
H -4.07765 -0.73156 -3.78641 0.160 0.355 0.460 0.37
C -5.46777 -2.29357 -3.86817 0.513 0.232 0.284 -0.78
H -1.63024 -0.78402 -4.24965 0.334 0.220 0.397 -0.05
H -0.97512 -2.03973 -5.27732 -0.531 -0.333 -0.163 0.57
H -1.12795 -2.35385 -3.56563 -0.274 0.018 0.193 -0.08
H -5.77279 -1.80426 -4.79318 -0.329 -0.777 -0.051 0.46
H -6.15946 -2.07437 -3.05477 0.437 0.512 0.105 0.23
H -5.39300 -3.38050 -3.83524 0.069 0.156 -0.724 0.33
C 0.90795 -4.21595 0.42888 0.063 1.104 -0.458 0.09
C 1.11377 -5.61284 0.02437 -1.369 -4.917 2.479 0.00
O 0.63688 -6.59676 0.61379 2.054 3.718 -2.954 -0.45
N 2.21173 -5.85823 -1.07772 0.210 0.582 2.402 0.21
H 2.00260 -6.58288 -1.74947 -0.170 -1.251 0.445 0.47
H 2.24130 -5.06173 -1.69806 0.107 1.321 -0.352 -0.01
C 3.62148 -5.98131 -0.34846 -0.765 -0.463 -1.691 -0.63
H -0.09928 -4.03838 0.80580 0.016 -0.476 -0.258 0.23
H 1.12637 -3.53874 -0.39682 -0.103 0.086 -0.039 -0.12
H 1.55239 -3.93868 1.26310 0.306 -0.267 0.004 0.35
H 3.77974 -5.09864 0.27118 -0.092 -0.047 -0.405 0.23
H 4.25526 -6.07647 -1.23015 0.554 0.438 0.435 0.40
H 3.78009 -6.88589 0.23862 -0.853 -0.049 -0.068 0.34
C 4.38721 0.76267 4.59472 0.335 0.121 -0.623 -1.23
C 4.23234 1.33103 3.21271 -3.004 0.916 0.005 0.51
O 3.12312 1.58607 2.75453 3.634 -0.546 0.141 -0.37
N 5.51732 1.64224 2.40498 -0.738 0.537 -0.014 -0.03
H 6.34616 1.54348 2.97364 0.284 0.922 1.283 0.46
H 5.81275 0.90147 1.78524 -1.012 -0.606 -1.030 0.24
C 5.51135 2.99521 1.62933 0.251 -0.876 -0.499 -0.76
H 5.13497 1.24331 5.22555 0.138 0.100 -0.199 0.45
H 4.69628 -0.26929 4.42847 -0.005 -0.290 0.398 0.37
H 3.41075 0.83038 5.07435 0.186 -0.211 -0.084 0.29
H 4.72019 3.03323 0.88053 -0.346 -0.179 0.391 0.25
H 6.42318 2.90468 1.03901 0.207 0.770 0.362 0.38
H 5.43473 3.83123 2.32453 0.317 -0.223 -0.113 0.33
O -2.47291 -3.17329 0.54195 -0.065 0.066 0.620 -0.60
C -3.13483 -2.64131 -0.51619 0.635 -1.167 -0.488 0.72
O -4.20847 -3.05495 -0.85193 -2.658 -0.471 -0.007 -0.69
O -2.45228 -1.83727 -1.19022 1.758 2.480 -1.219 -1.02
H -1.62368 -2.76039 0.36897 0.649 0.063 0.606 -0.03
O 2.52498 4.05814 -1.21540 -1.189 -0.462 0.243 -0.45
C 3.81694 4.12652 -1.54966 4.933 2.953 0.136 0.68
O 4.58741 4.92690 -0.99188 -1.121 -1.223 0.713 -0.69
O 4.15641 3.41583 -2.55207 -0.551 -1.878 -0.384 -0.76
H 2.42025 3.52176 -2.00466 -1.886 -0.705 -0.567 0.29
O 2.57115 -3.37504 -4.94426 0.575 -0.177 -1.742 -0.55
C 1.98759 -2.70569 -3.96483 0.777 -0.108 -0.454 0.53
O 1.76562 -3.34349 -2.95659 -1.048 -2.734 4.297 -0.66
O 1.76662 -1.51859 -4.08157 -0.777 3.519 -0.834 -0.62
H 2.54239 -4.29038 -4.65631 0.200 -0.307 -0.271 0.31
```
Positions in Å, forces in eV/Å.

Output
* calculated total energy: -3194.673395 Eh
* net charge: +6


no.,LUMO energy (eV)
1,3.993
2,-0.172
3,0.841
4,-12.641